(1)
{
  "formula": "C18H15N3O7S",
  "method": "ωB97M-V with the def2-TZVPD basis set",
  "symbols": ["O", "C", "O", "C", "C", "C", "C", "C", "C", "C", "S", "N", "C", "C", "O", "C", "C", "C", "C", "C", "C", "N", "O", "O", "C", "C", "N", "O", "O", "H", "H", "H", "H", "H", "H", "H", "H", "H", "H", "H", "H", "H", "H", "H"],
  "positions_angstrom": [[-0.4380, 0.8143, -0.7676], [0.7631, 0.6833, -0.7378], [1.5868, 1.3862, 0.0415], [1.0949, 1.9899, 1.1863], [1.5984, 3.2396, 1.5131], [1.2189, 3.8494, 2.6940], [0.3382, 3.2074, 3.5496], [-0.1691, 1.9662, 3.2180], [0.1889, 1.3357, 2.0260], [-0.2818, -0.0374, 1.7567], [0.8777, -1.2098, 1.5333], [-1.5852, -0.2968, 1.7726], [-2.1112, -1.6420, 1.6769], [-3.0101, -1.7750, 0.4420], [-4.0320, -0.8059, 0.4659], [-3.4779, 0.4839, 0.4641], [-2.6201, 0.7136, 1.7203], [1.4985, -0.2593, -1.6226], [2.8482, -0.5463, -1.4305], [3.4819, -1.4735, -2.2333], [2.7588, -2.1231, -3.2265], [3.4215, -3.1009, -4.0701], [2.7524, -3.6499, -4.9141], [4.5985, -3.2944, -3.8726], [1.4101, -1.8600, -3.4328], [0.7916, -0.9232, -2.6284], [-0.6227, -0.6344, -2.8639], [-1.4145, -1.4158, -2.3994], [-0.8684, 0.3187, -3.5562], [2.2904, 3.7119, 0.8341], [1.6148, 4.8203, 2.9473], [0.0468, 3.6728, 4.4784], [-0.8379, 1.4564, 3.8954], [-1.2816, -2.3479, 1.6241], [-2.7039, -1.8368, 2.5780], [-3.5022, -2.7481, 0.4395], [-2.4083, -1.6688, -0.4704], [-4.3128, 1.1859, 0.4488], [-2.8505, 0.6331, -0.4247], [-2.1806, 1.7090, 1.6828], [-3.2527, 0.6177, 2.6103], [3.3818, -0.0475, -0.6378], [4.5262, -1.7125, -2.1011], [0.8729, -2.3859, -4.2089]],
  "forces_ev_per_angstrom": [[0.628, 0.180, 0.060], [-0.791, 0.008, -0.378], [0.364, 0.345, 0.161], [-0.345, 0.108, 0.366], [-0.021, -0.280, -0.250], [-0.052, -0.072, 0.028], [-0.001, 0.072, 0.072], [0.099, -0.035, -0.214], [0.133, 0.439, 0.024], [0.079, -0.765, 0.153], [0.317, -0.283, 0.202], [0.348, 0.305, 0.063], [-0.322, -0.606, -0.251], [0.367, -0.135, 0.167], [-0.315, -0.045, -0.005], [0.191, 0.313, 0.193], [-0.549, 0.342, -0.342], [-0.170, -0.109, -0.214], [-0.343, 0.017, -0.157], [0.091, -0.263, -0.264], [-0.637, 0.922, 0.798], [0.132, -0.167, -0.175], [-0.165, -0.211, -0.276], [0.342, -0.109, 0.018], [0.024, -0.120, -0.112], [1.048, 0.002, 0.384], [0.207, -0.187, -0.278], [-0.335, -0.278, 0.026], [-0.169, 0.332, -0.221], [0.075, 0.052, -0.083], [0.043, 0.090, 0.015], [-0.014, 0.043, 0.090], [-0.089, -0.054, 0.043], [-0.150, 0.116, 0.051], [0.033, 0.019, -0.033], [0.093, 0.011, 0.016], [-0.097, -0.035, 0.198], [0.086, 0.021, 0.007], [-0.097, 0.013, 0.064], [-0.060, -0.106, 0.025], [0.035, 0.073, -0.038], [0.015, 0.013, 0.055], [0.005, 0.005, 0.008], [-0.035, 0.019, 0.002]],
  "lowdin_charge": [0.1325, -0.4543, 0.0636, -0.1809, 0.0153, -0.0658, -0.0690, -0.0265, -0.1821, -0.6801, 0.7840, -0.0974, -0.1323, -0.1661, -0.1179, -0.1735, -0.1010, -0.0550, 0.0226, 0.0386, -0.1162, -0.3588, 0.0977, 0.0965, 0.1005, -0.0618, -0.3726, 0.1076, 0.1359, 0.1239, 0.1074, 0.1064, 0.1257, 0.0653, 0.1382, 0.1332, 0.1022, 0.1317, 0.1182, 0.1269, 0.1378, 0.1309, 0.1266, 0.1421],
  "smiles": "O=C(Oc1ccccc1C(=S)N1CCOCC1)c1ccc([N+](=O)[O-])cc1[N+](=O)[O-]",
  "fmax_ev_per_a": 1.38,
  "homo_ev": -8.390,
  "e_above_lowest_ev": 2.869,
  "charge": 0
}

(2)
{
  "formula": "C18H15NbO6S",
  "method": "ωB97M-V with the def2-TZVPD basis set",
  "symbols": ["Nb", "O", "C", "O", "C", "C", "C", "C", "C", "O", "C", "C", "O", "O", "H", "H", "H", "H", "H", "H", "H", "H", "C", "C", "O", "S", "C", "C", "C", "C", "C", "C", "C", "C", "H", "H", "H", "H", "H", "H", "H"],
  "positions_angstrom": [[2.5584, 0.9904, -0.5083], [4.8086, 1.3540, -0.8708], [4.1799, 1.2218, -2.0124], [3.1155, 2.0213, -2.0886], [4.0828, -0.0472, -2.7928], [2.6771, 0.0060, -3.4773], [2.2429, -1.2359, -4.2488], [1.9941, -2.3744, -3.2237], [2.4869, -1.7642, -1.9239], [1.7739, -0.2458, -2.0035], [3.9851, -1.3471, -1.8736], [4.3733, -1.2733, -0.3736], [5.2900, -1.8168, 0.1829], [3.4785, -0.5417, 0.3106], [4.9206, -0.1744, -3.5172], [2.3276, 0.9574, -3.8639], [2.9787, -1.4949, -5.0371], [1.3189, -0.9564, -4.8060], [2.5203, -3.3006, -3.3962], [0.9109, -2.5932, -3.0723], [2.0566, -2.2528, -1.0267], [4.6359, -2.0818, -2.3647], [-7.2456, -0.3526, 3.2892], [-5.8668, 0.2126, 2.9312], [-5.4745, 0.1561, 1.8048], [-5.0675, 0.9294, 4.2465], [-3.5649, 1.1946, 3.4358], [-2.3583, 0.7372, 3.9946], [-1.1415, 0.9239, 3.3113], [-1.1495, 1.5778, 2.0557], [-2.3484, 2.0199, 1.5123], [-3.5310, 1.8769, 2.1972], [0.0203, 1.7596, 1.2682], [1.0298, 1.7221, 0.5225], [-7.9476, -0.3877, 2.4414], [-7.6115, 0.2984, 4.1086], [-7.1209, -1.3439, 3.7757], [-2.3858, 0.1906, 4.9360], [-0.2047, 0.6096, 3.7534], [-2.2846, 2.4884, 0.5473], [-4.4639, 2.3369, 1.8563]],
  "forces_ev_per_angstrom": [[-1.044, -0.824, 1.970], [-1.846, -0.914, -3.699], [2.031, 1.582, 3.331], [0.357, -0.329, 0.343], [-0.319, -0.402, -1.358], [-0.318, -1.408, 1.203], [-0.531, 0.433, -0.785], [-0.577, 1.179, 0.929], [-0.891, 0.818, 0.043], [2.373, -1.134, -0.918], [0.032, -0.620, -0.015], [2.490, -0.917, 0.180], [-1.505, 0.677, -1.381], [-2.497, 2.421, -0.051], [-0.571, 0.164, 0.433], [0.121, -0.075, 0.111], [-0.149, 0.172, 0.559], [0.583, -0.397, 0.478], [0.196, -0.250, -0.269], [0.818, 0.117, -0.433], [0.485, 0.516, -0.405], [-0.316, -0.101, 0.359], [0.418, 0.332, 1.466], [-3.240, -1.649, -1.980], [0.816, -0.012, -0.710], [0.996, 0.735, 1.966], [1.441, 0.510, -0.574], [0.974, -0.050, -0.594], [-0.842, -0.027, 0.803], [1.750, -0.169, -0.376], [-0.972, 0.556, -0.276], [-0.502, 0.289, 0.237], [-0.794, -0.893, 0.946], [0.623, -0.562, -0.329], [0.584, 0.046, 0.340], [-0.348, -0.328, -0.462], [-0.070, 0.427, -0.539], [0.146, 0.207, -0.172], [-0.090, -0.099, -0.005], [-0.386, 0.295, -0.183], [0.574, -0.313, -0.184]],
  "lowdin_charge": [2.0259, 0.0509, -0.4617, -0.1138, -0.0844, -0.0261, -0.0797, -0.0784, -0.0977, -0.2619, -0.0732, -0.5009, 0.2213, -0.1667, 0.2034, 0.1599, 0.1546, 0.1482, 0.1402, 0.1521, 0.1760, 0.1817, -0.0452, -0.7839, 0.0437, 1.1436, -0.4721, -0.0284, 0.0338, -0.2281, 0.0079, -0.0358, 0.0308, -0.1406, 0.1028, 0.0765, 0.1030, 0.1244, 0.1287, 0.1321, 0.1374],
  "fmax_ev_per_a": 4.23,
  "homo_ev": -14.385,
  "e_above_lowest_ev": 0.000,
  "charge": 2
}

(3)
{
  "formula": "C18H16B3NaO26",
  "method": "ωB97M-V with the def2-TZVPD basis set",
  "symbols": ["Na", "O", "C", "O", "B", "O", "C", "O", "O", "C", "O", "C", "O", "O", "O", "C", "O", "B", "O", "C", "O", "O", "C", "O", "C", "O", "O", "O", "C", "O", "B", "O", "C", "O", "O", "C", "O", "C", "O", "O", "C", "C", "C", "O", "H", "H", "H", "H", "H", "H", "H", "H", "C", "C", "C", "O", "H", "H", "H", "H", "H", "H", "H", "H"],
  "positions_angstrom": [[0.8220, 0.7094, 0.7526], [-0.4341, -0.8463, 4.1927], [0.1852, -1.8251, 3.9112], [0.1179, -3.0112, 4.5133], [1.0204, -3.9571, 3.8350], [1.7647, -3.1385, 2.8468], [1.2930, -1.9174, 2.8443], [1.6641, -1.0301, 2.1181], [0.2630, -5.0160, 3.1195], [0.5679, -6.2082, 3.6142], [0.1336, -7.2562, 3.2399], [1.6533, -5.9708, 4.6945], [1.9228, -4.6827, 4.7310], [2.1487, -6.8265, 5.3697], [-1.9485, 5.2143, -3.9279], [-2.2262, 4.5653, -2.9621], [-1.6049, 4.6106, -1.7918], [-2.2486, 3.6793, -0.8545], [-3.1987, 2.9109, -1.6624], [-3.3095, 3.4563, -2.8692], [-4.0426, 3.1212, -3.7468], [-1.2111, 2.8211, -0.2123], [-1.2576, 2.9739, 1.0903], [-0.4762, 2.4982, 1.8703], [-2.4169, 3.9335, 1.4322], [-2.9247, 4.3372, 0.2774], [-2.7466, 4.2622, 2.5294], [-4.5005, -3.3604, -4.6487], [-4.4516, -2.8309, -3.5741], [-3.6304, -3.1467, -2.5878], [-3.7847, -2.1648, -1.4901], [-4.9524, -1.3492, -1.8575], [-5.3656, -1.6928, -3.0745], [-6.3088, -1.2258, -3.6409], [-2.5593, -1.3412, -1.3325], [-2.1873, -1.3788, -0.0742], [-1.2921, -0.7627, 0.4421], [-3.0650, -2.4208, 0.6633], [-3.9760, -2.8454, -0.2046], [-2.9245, -2.7814, 1.7929], [4.5954, 0.5848, 1.4624], [3.9025, 1.9513, 1.5804], [4.8280, 3.1329, 1.2896], [2.8051, 1.9683, 0.6416], [5.6500, 0.7276, 1.2062], [4.1563, 0.0371, 0.6314], [4.5401, 0.0109, 2.3821], [3.4478, 2.0382, 2.5691], [4.4198, 4.0447, 1.7318], [4.8935, 3.2726, 0.2097], [5.8072, 2.9689, 1.7356], [2.7846, 2.7902, 0.1446], [2.1241, 0.3149, -3.6573], [1.3223, 0.8083, -2.4709], [-0.1510, 0.9402, -2.8326], [1.4213, -0.0986, -1.3496], [3.2058, 0.4181, -3.5498], [1.8824, 0.9901, -4.4914], [1.8427, -0.6665, -4.0412], [1.7397, 1.7630, -2.1373], [-0.4947, -0.0134, -3.2439], [-0.3096, 1.7087, -3.5901], [-0.7657, 1.1140, -1.9523], [1.8402, -0.9131, -1.6366]],
  "forces_ev_per_angstrom": [[-0.447, -0.348, 0.272], [0.012, 0.081, -0.079], [-0.016, -0.067, 0.547], [0.252, 0.033, -0.249], [-0.465, -0.293, -0.515], [0.158, 0.126, 0.100], [-0.125, -0.303, -0.298], [0.090, 0.345, -0.113], [0.047, -0.005, 0.331], [0.094, 0.645, -0.492], [0.001, -0.248, 0.215], [-0.237, -0.607, 0.076], [0.054, 0.405, 0.255], [0.201, 0.021, 0.093], [-0.077, 0.082, -0.042], [0.128, -0.130, -0.055], [-0.102, 0.251, 0.208], [0.024, -0.340, -0.099], [-0.122, 0.131, 0.007], [0.344, -0.166, 0.062], [-0.139, 0.052, -0.054], [-0.110, 0.011, -0.215], [0.182, 0.100, 0.154], [0.135, -0.253, 0.017], [0.154, -0.026, -0.304], [-0.034, 0.145, 0.093], [-0.132, 0.124, 0.140], [-0.051, 0.051, -0.002], [0.039, -0.301, -0.111], [0.140, 0.332, -0.005], [-0.223, -0.360, -0.122], [0.211, -0.165, -0.265], [-0.224, 0.346, 0.473], [0.008, -0.093, -0.242], [-0.121, 0.163, 0.116], [0.274, -0.219, 0.287], [0.209, 0.268, -0.148], [-0.122, -0.068, 0.006], [0.139, 0.157, 0.081], [-0.014, 0.071, -0.064], [0.382, 0.471, -0.343], [-0.124, -0.186, -0.312], [-0.498, -0.040, 0.531], [-0.097, -0.074, -0.041], [-0.004, -0.057, 0.107], [-0.176, -0.181, 0.202], [-0.135, -0.129, -0.047], [0.131, 0.132, 0.053], [-0.011, 0.043, -0.128], [0.334, -0.067, -0.024], [0.093, 0.022, -0.166], [0.040, 0.110, 0.176], [0.083, 0.993, -0.944], [-0.353, -0.658, 0.047], [0.058, -0.372, -0.043], [0.259, 0.298, -0.125], [-0.014, -0.347, 0.317], [0.030, -0.062, 0.096], [-0.008, -0.198, 0.446], [-0.069, 0.027, 0.026], [0.016, 0.033, -0.033], [-0.035, 0.125, 0.112], [0.046, 0.230, -0.028], [-0.080, -0.060, 0.063]],
  "lowdin_charge": [0.4064, 0.1709, -0.3762, 0.2359, -0.8610, 0.2480, -0.3572, 0.1162, 0.2272, -0.3935, 0.1421, -0.3990, 0.2367, 0.1333, 0.1365, -0.3927, 0.2239, -0.8789, 0.2351, -0.3873, 0.1610, 0.2141, -0.3710, 0.1447, -0.3836, 0.2372, 0.1593, 0.1310, -0.3979, 0.2274, -0.8705, 0.2323, -0.3870, 0.1440, 0.2404, -0.3601, 0.1476, -0.3769, 0.2354, 0.1662, -0.0325, -0.4262, -0.0514, -0.0820, 0.0687, 0.0791, 0.0773, 0.1389, 0.0792, 0.0846, 0.0756, 0.0922, -0.0619, -0.4483, -0.0237, -0.0667, 0.0766, 0.0849, 0.0879, 0.1323, 0.0954, 0.0910, 0.0680, 0.1011],
  "fmax_ev_per_a": 1.37,
  "homo_ev": -5.560,
  "e_above_lowest_ev": 0.000,
  "charge": -2
}

> Which formula does entry 1 have?

C18H15N3O7S